Formula: C39H30AsMoN4O6S9
Source: the Open Molecules 2025 dataset
Level of theory: ωB97M-V with the def2-TZVPD basis set

Calculated values
**HOMO level**: -3.41 eV
**Charge**: -1
**2S+1**: 1
**Gap between HOMO and LUMO**: 0.182 Eh
**Energy relative to the best compared isomer or geometry (same formula, charge and spin)**: 6.5 kcal per mole

Geometry as XYZ:
```
90
Properties=species:S:1:pos:R:3:forces:R:3
Mo -1.73738 -0.33297 0.55998 0.42 0.16 0.33
S -0.87845 3.20059 3.74825 -0.02 -0.04 -0.02
C -1.26767 2.01417 2.64571 0.00 0.03 0.01
S -1.84998 0.43785 3.00065 0.09 -0.08 -0.04
S -1.08108 2.11317 0.94297 -0.13 -0.07 0.01
C -2.00098 -3.05486 3.00830 0.00 -0.01 -0.04
C -3.25445 -2.48125 2.45860 0.08 -0.05 -0.03
N -3.31275 -1.52941 1.56650 -0.15 0.02 -0.08
C -4.61701 -1.23769 1.22031 0.03 0.06 0.05
C -5.56010 -1.97333 1.85869 -0.01 -0.01 -0.01
S -4.79736 -3.07082 2.92341 -0.03 -0.01 0.00
C -4.79984 -0.18218 0.23913 0.03 0.01 0.04
C -5.96794 0.25893 -0.28374 0.00 -0.01 0.01
S -5.65940 1.54893 -1.35477 -0.02 0.00 0.00
C -3.96548 1.41161 -1.06028 0.06 0.04 0.03
N -3.64988 0.46358 -0.20714 -0.23 0.01 -0.16
C -3.03384 2.32257 -1.78001 -0.01 -0.02 -0.01
H -1.40608 -3.44616 2.18192 0.01 0.00 0.01
H -2.21033 -3.85753 3.71502 0.00 0.01 0.02
H -1.41537 -2.27825 3.50129 -0.01 0.01 0.01
H -6.63070 -1.91241 1.76327 0.00 0.00 0.01
H -6.96193 -0.09831 -0.07424 0.00 0.01 0.00
H -3.58094 3.17701 -2.17940 0.00 0.00 -0.01
H -2.54534 1.80502 -2.60600 0.03 -0.02 0.00
H -2.27317 2.68355 -1.09008 -0.01 0.01 -0.02
C 1.91667 -3.27262 5.26694 -0.01 -0.01 -0.01
C 1.76763 -1.89336 5.25032 0.00 0.00 0.00
C 1.41145 -1.24144 4.07667 -0.09 0.03 0.05
C 1.20064 -1.96310 2.90655 -0.04 0.00 -0.01
C 1.34486 -3.34663 2.93216 0.07 -0.01 -0.02
C 1.70425 -3.99952 4.10301 0.00 0.01 0.02
As 0.62451 -1.04154 1.27203 0.03 0.03 -0.15
C 1.73294 -2.00328 -0.01342 -0.06 -0.05 0.05
C 1.48237 -3.23909 -0.58941 -0.01 0.01 -0.02
C 2.36105 -3.74979 -1.53563 0.00 0.00 0.00
C 3.47967 -3.01776 -1.91070 -0.01 0.00 0.00
C 3.73074 -1.77980 -1.34096 0.00 0.00 0.00
C 2.85879 -1.26733 -0.38761 0.02 0.02 0.01
C 3.01314 0.02854 0.30496 0.00 -0.01 -0.04
C 4.05986 0.92368 0.09951 0.01 0.00 0.00
C 4.11583 2.09468 0.83827 -0.01 0.00 0.00
C 3.12771 2.38380 1.77316 0.00 0.00 0.00
C 2.06617 1.50934 1.96527 0.02 -0.01 0.00
C 2.01475 0.33104 1.23423 -0.04 -0.01 0.00
H 2.19817 -3.77952 6.18178 0.00 0.00 0.00
H 1.92460 -1.31732 6.15381 0.00 0.00 0.00
H 1.28247 -0.16589 4.08444 0.00 0.00 -0.01
H 1.19439 -3.92628 2.02862 0.00 0.01 -0.01
H 1.82291 -5.07650 4.10391 0.00 0.00 0.00
H 0.59385 -3.80074 -0.32806 0.01 0.00 0.01
H 2.16182 -4.71026 -1.99473 0.00 0.00 0.00
H 4.15394 -3.40896 -2.66235 0.00 0.00 0.00
H 4.59830 -1.21212 -1.65317 -0.01 0.01 -0.01
H 4.82954 0.71080 -0.63231 0.00 0.01 -0.01
H 4.93170 2.79008 0.67864 0.00 0.02 -0.01
H 3.16786 3.30213 2.34727 0.00 0.00 -0.01
H 1.29049 1.77112 2.67406 -0.01 0.00 0.00
S -1.76947 -2.47315 -0.82754 0.08 -0.14 -0.02
C -3.28636 -2.44483 -1.62105 -0.07 0.05 0.05
N -3.49777 -1.52342 -2.59294 0.12 0.03 -0.04
C -4.64761 -1.37390 -3.26931 -0.03 -0.03 0.01
C -5.71285 -2.18883 -3.01078 0.03 0.03 -0.02
C -5.55193 -3.17891 -2.02862 -0.04 -0.01 0.01
C -4.36934 -3.30936 -1.34969 0.03 0.04 0.03
H -2.68672 -0.92054 -2.83202 0.02 0.03 -0.02
H -4.65671 -0.58733 -4.01037 0.00 0.01 0.00
H -6.63643 -2.06725 -3.55562 -0.01 0.00 0.01
H -6.37683 -3.84259 -1.79873 0.00 0.00 0.00
H -4.23281 -4.05384 -0.57833 -0.01 -0.01 -0.01
O 0.15862 1.81067 -3.03981 -0.02 0.04 0.16
S -0.14214 0.20600 -2.67945 0.19 -0.11 0.07
O -1.35855 0.00252 -3.45053 -0.10 -0.03 0.02
O -0.34486 0.25239 -1.23733 -0.17 0.01 -0.06
O 1.00805 -0.51897 -3.10507 -0.02 0.02 -0.03
O 5.31636 2.64118 -3.96468 0.02 0.00 -0.02
S 4.24946 3.59646 -3.97729 -0.05 -0.03 0.02
O 4.11754 4.48145 -5.09684 0.02 0.00 -0.02
N 2.80181 2.82525 -3.70036 -0.03 -0.02 0.01
C 2.31389 3.19872 -2.57436 0.14 0.06 0.07
S 0.85987 2.68124 -1.83615 -0.06 0.00 -0.19
C 3.08445 4.21726 -1.78859 -0.06 -0.05 -0.06
C 2.77743 4.83261 -0.58632 0.02 0.04 0.01
C 3.68419 5.75983 -0.08788 -0.02 -0.02 -0.01
C 4.85644 6.05991 -0.77640 0.02 0.01 0.01
C 5.15210 5.44797 -1.98939 -0.01 -0.02 0.01
C 4.24173 4.53037 -2.46919 0.03 0.04 0.03
H 1.86860 4.60293 -0.04297 0.01 -0.03 0.02
H 3.47378 6.25331 0.85191 0.00 0.00 0.00
H 5.54553 6.78533 -0.36320 0.00 0.00 0.00
H 6.05489 5.68331 -2.53672 0.00 0.00 0.00
```
Positions in Å, forces in eV/Å.

Results of the Mulliken charge analysis, in e, for atoms 1 through 6:
1 Mo 0.02
2 S -0.35
3 C 0.22
4 S -0.48
5 S -0.51
6 C -0.58